1.
ORCA calculation (the ωB97M-V functional and the def2-TZVPD basis) on one molecule with the formula C4H9NO2 in a non-equilibrium geometry.

The SMILES is NC(=O)CCCO. The total charge is 0. Its energy above the lowest of the compared OMol25 structures with the same formula, charge and spin is 1.3431 eV.

Last column: natural (NBO) charge in e.
Cartesian coordinates (Å):
N 2.2808 -1.1044 1.6764  -0.840
C 1.0530 -0.8177 1.1278  0.680
O 0.1471 -1.5359 1.5329  -0.636
C 0.7250 0.3225 0.1024  -0.504
C -0.8322 0.4166 0.0606  -0.452
C -1.5372 0.4421 -1.2883  -0.055
O -1.5426 1.6826 -1.9751  -0.722
H 2.1247 -1.8976 2.2976  0.408
H 3.2282 -0.7511 1.5557  0.405
H 1.2141 1.2581 0.3899  0.228
H 1.1406 0.0854 -0.8946  0.232
H -1.0806 -0.5517 0.5097  0.271
H -1.2969 1.1665 0.7507  0.212
H -1.0495 -0.3212 -1.9059  0.148
H -2.5751 0.1077 -1.1307  0.161
H -1.9995 1.4981 -2.8092  0.465

Forces on the atoms, in the same order (eV/Å):
N 0.0 -0.1 0.0
C -0.1 -0.1 0.1
O 0.2 0.1 -0.2
C -0.1 0.0 0.3
C -0.2 0.2 0.3
C 0.1 -0.7 0.3
O 0.0 0.0 -0.1
H 0.6 0.4 -0.2
H -0.9 0.2 -0.3
H 0.0 -0.1 0.1
H -0.2 -0.2 0.4
H -0.6 0.3 -0.3
H 0.8 -0.3 -0.6
H 0.0 -0.1 -0.1
H 0.2 0.1 0.1
H 0.2 0.4 0.2

=====

2.
ORCA calculation (the ωB97M-V functional and the def2-TZVPD basis) on C28H38BF6Ge2NO6S2V as an isolated structure.

The total charge is +1. Its energy above the lowest of the compared OMol25 structures with the same formula, charge and spin is 0.7952 eV. As for the spin multiplicity: 3. Its expectation value of S² is 2.355.

Last column: Mulliken charge in e.
Cartesian coordinates (Å):
V -0.8866 0.5655 0.8121  0.850
C 3.7107 0.6711 -2.5160  -1.306
C 2.5556 -0.1914 -2.0036  -0.571
Ge 1.8764 0.4262 -0.2695  -0.194
C 2.9921 -0.0632 1.2643  -0.471
C 4.2949 0.7355 1.3514  -1.204
C 1.7979 2.3670 -0.2809  -0.939
C 0.9086 3.3661 -0.2619  0.582
Ge -1.0063 2.9742 -0.1758  0.690
C -2.0113 4.0973 1.0840  -0.418
C -2.1770 5.5773 0.7308  -1.312
C -1.8703 2.6269 -1.9132  0.102
C -1.9267 3.8234 -2.8651  -1.420
C 1.3705 4.7753 -0.2263  -0.042
C 0.7338 5.7454 -0.9985  -0.175
C 1.1839 7.0561 -1.0058  -0.791
C 2.2658 7.4226 -0.2182  -0.506
C 2.8939 6.4710 0.5734  -0.765
C 2.4516 5.1578 0.5685  -0.444
H 4.0796 0.2851 -3.4667  0.403
H 4.5523 0.6858 -1.8234  0.271
H 3.3960 1.7023 -2.6812  0.309
H 2.8566 -1.2320 -1.8737  0.450
H 1.7321 -0.1808 -2.7209  0.462
H 3.1895 -1.1325 1.2030  0.413
H 2.3981 0.0960 2.1683  0.315
H 4.9238 0.5934 0.4722  0.268
H 4.8767 0.4186 2.2174  0.436
H 4.1118 1.8050 1.4615  0.250
H 2.8491 2.6734 -0.3163  0.912
H -1.5179 3.9935 2.0543  0.465
H -2.9876 3.6244 1.1905  0.331
H -1.2228 6.0995 0.7129  0.308
H -2.8088 6.0658 1.4740  0.429
H -2.6526 5.7148 -0.2413  0.276
H -2.8739 2.2622 -1.6879  0.264
H -1.3391 1.7973 -2.3879  0.394
H -2.4265 4.6815 -2.4143  0.278
H -2.4794 3.5601 -3.7679  0.436
H -0.9299 4.1375 -3.1761  0.377
H -0.1171 5.4753 -1.6137  0.353
H 0.6853 7.7921 -1.6226  0.420
H 2.6121 8.4474 -0.2136  0.408
H 3.7268 6.7542 1.2032  0.421
H 2.9326 4.4268 1.2071  0.479
F -5.7854 1.2216 1.9338  -0.184
C -5.0880 1.0227 0.8345  0.535
F -5.7995 0.3537 -0.0544  -0.187
F -4.7010 2.1817 0.3216  -0.130
S -3.6124 -0.0115 1.2434  0.889
O -2.7746 0.0007 0.0330  -0.632
O -4.0875 -1.2543 1.7314  -0.528
N -2.7887 0.9240 2.2237  -0.486
S -1.8312 0.6493 3.4600  0.971
O -2.0034 1.5380 4.5420  -0.562
O -0.4934 0.6059 2.8054  -0.772
C -2.0371 -1.0955 4.0675  0.637
F -3.2755 -1.2804 4.4676  -0.165
F -1.7302 -1.9249 3.0753  -0.140
F -1.1948 -1.2657 5.0650  -0.186
C 0.4938 -7.5297 0.9133  -1.591
C 0.2435 -7.1509 -0.5533  2.095
C -0.8651 -8.0501 -1.0997  -2.153
C 1.5183 -7.4023 -1.3713  -1.584
C -0.1173 -5.6670 -0.6372  0.427
C -1.3277 -5.2222 -1.1796  -0.347
C -1.6678 -3.8741 -1.2717  -2.052
C -0.7361 -2.9863 -0.7987  0.718
O -0.7828 -1.5920 -0.7649  -0.321
B 0.3974 -1.2039 -0.1733  1.701
O 1.1832 -2.2890 0.1551  -0.982
C 0.4597 -3.4011 -0.2539  -0.071
C 0.8017 -4.7264 -0.1581  -0.899
H 0.7478 -8.5884 0.9848  0.459
H -0.3961 -7.3511 1.5195  0.361
H 1.3189 -6.9626 1.3462  0.319
H -0.5571 -9.0921 -1.0092  0.426
H -1.0630 -7.8571 -2.1556  0.437
H -1.7964 -7.9329 -0.5425  0.438
H 1.7893 -8.4582 -1.3228  0.451
H 2.3637 -6.8255 -0.9935  0.323
H 1.3678 -7.1368 -2.4192  0.363
H -2.0379 -5.9464 -1.5490  0.522
H -2.6074 -3.5495 -1.6959  0.549
H 1.7482 -5.0207 0.2740  0.559

Forces on the atoms, in the same order (eV/Å):
V -0.7 0.6 0.0
C 0.0 0.0 0.0
C 0.0 0.0 -0.1
Ge -0.1 -0.2 0.1
C 0.0 0.1 0.1
C 0.0 0.0 0.0
C 0.1 0.1 0.0
C 0.0 -0.1 0.0
Ge -0.1 0.1 0.0
C 0.0 0.0 0.0
C 0.0 0.0 0.0
C 0.0 0.0 0.0
C 0.0 0.0 0.0
C 0.0 0.0 0.0
C 0.0 0.0 0.0
C 0.0 0.0 0.0
C 0.0 0.0 0.0
C 0.0 0.0 0.0
C 0.0 0.0 0.0
H 0.0 0.0 0.0
H 0.0 0.0 0.0
H 0.0 0.0 0.0
H 0.0 0.0 0.0
H 0.0 0.0 0.0
H 0.0 0.0 0.0
H 0.0 0.0 0.0
H 0.0 0.0 0.0
H 0.0 0.0 0.0
H 0.0 0.0 0.0
H 0.0 0.0 0.0
H 0.0 0.0 0.0
H 0.0 0.0 0.0
H 0.0 0.0 0.0
H 0.0 0.0 0.0
H 0.0 0.0 0.0
H 0.0 0.0 0.0
H 0.0 0.0 0.0
H 0.0 0.0 0.0
H 0.0 0.0 0.0
H 0.0 0.0 0.0
H 0.0 0.0 0.0
H 0.0 0.0 0.0
H 0.0 0.0 0.0
H 0.0 0.0 0.0
H 0.0 0.0 0.0
F 0.0 0.0 0.0
C 0.0 0.0 -0.1
F 0.0 0.0 0.0
F 0.0 0.0 0.0
S 0.1 0.1 0.1
O 0.0 -0.3 -0.2
O 0.0 0.1 0.0
N 0.0 0.0 0.2
S 0.0 0.1 -0.3
O 0.0 0.0 0.0
O 0.3 -0.2 0.1
C 0.0 0.0 0.0
F 0.0 0.0 0.0
F 0.0 0.0 0.0
F 0.0 0.0 0.0
C 0.0 0.0 0.0
C 0.0 0.0 0.0
C 0.0 0.0 0.0
C 0.0 0.0 0.0
C 0.0 0.0 0.0
C 0.0 0.0 0.0
C 0.0 0.0 0.0
C 0.0 0.1 0.0
O 0.0 0.0 -0.1
B 0.5 -0.2 -0.2
O -0.1 0.0 0.1
C 0.0 0.0 0.0
C 0.0 0.0 0.0
H 0.0 0.0 0.0
H 0.0 0.0 0.0
H 0.0 0.0 0.0
H 0.0 0.0 0.0
H 0.0 0.0 0.0
H 0.0 0.0 0.0
H 0.0 0.0 0.0
H 0.0 0.0 0.0
H 0.0 0.0 0.0
H 0.0 0.0 0.0
H 0.0 0.0 0.0
H 0.0 0.0 0.0

=====

3.
ORCA calculation (the ωB97M-V functional and the def2-TZVPD basis) on C17H18BCaN7O2S2 as an isolated structure in a non-equilibrium geometry.

The electronic energy is -73214.9839 eV. The total charge is +2.

Last column: natural (NBO) charge in e.
Cartesian coordinates (Å):
C -0.4670 -1.8519 2.3091  -0.028
N -0.7728 -0.8974 1.3954  -0.489
N -2.1039 -0.5689 1.5962  -0.342
C -2.5835 -1.2420 2.6636  0.032
C -1.5762 -2.0801 3.1407  -0.323
B -2.8608 0.4034 0.6459  0.545
N -2.0627 1.7418 0.5706  -0.339
N -0.7255 1.8019 0.2010  -0.476
C -0.3999 3.1165 0.1505  -0.032
C -1.5001 3.8947 0.5561  -0.324
C -2.5226 2.9861 0.8240  0.034
Ca 1.0503 0.0685 0.1187  1.795
N -2.9394 -0.2479 -0.7797  -0.275
N -1.7754 -0.5332 -1.4111  -0.133
C -2.0528 -1.0992 -2.5942  -0.080
C -3.4599 -1.1764 -2.7313  -0.026
C -3.9807 -0.6249 -1.5580  0.138
H -1.2768 -1.4113 -3.2595  0.248
H -4.9986 -0.4680 -1.2126  0.271
H -3.9932 -1.5791 -3.5723  0.266
H -3.9704 0.5974 1.0510  -0.008
H -3.5329 3.1296 1.1717  0.247
H -3.5921 -1.0799 3.0043  0.245
H -1.5477 4.9632 0.6402  0.257
H -1.6315 -2.7617 3.9684  0.257
H 0.5791 3.4558 -0.1707  0.209
H 0.5077 -2.3266 2.3231  0.227
H 1.6950 1.2360 -1.6150  0.221
C 2.5610 1.4267 -0.9298  -0.924
H 2.7317 2.5081 -0.9896  0.296
H 2.5007 1.2858 0.1817  0.164
H 3.4149 0.8369 -1.2855  0.272
O 4.9908 -5.4873 -1.8688  -0.802
S 5.0452 -4.8764 -0.5651  2.237
O 5.4672 -5.6738 0.5635  -0.813
N 3.6593 -4.0244 -0.2284  -0.450
C 3.8408 -2.7290 -0.0288  0.093
S 2.7337 -1.7885 0.8109  -0.223
C 5.1913 -2.2685 -0.3870  -0.063
C 5.7589 -0.9906 -0.3818  -0.182
C 7.1297 -0.8511 -0.6129  -0.162
C 7.9399 -1.9837 -0.8145  -0.105
C 7.3706 -3.2718 -0.8218  -0.174
C 6.0025 -3.3763 -0.6265  -0.269
H 5.1146 -0.1272 -0.1933  0.219
H 7.5867 0.1459 -0.6271  0.250
H 9.0129 -1.8690 -0.9623  0.256
H 7.9588 -4.1731 -0.9639  0.266

Forces on the atoms, in the same order (eV/Å):
C -1.3 0.9 -0.1
N -0.2 -0.8 0.3
N 0.9 -0.1 -0.1
C 0.9 -0.4 -0.3
C 0.0 0.2 -0.3
B 0.6 0.4 1.2
N 0.9 -0.1 -0.2
N -0.1 0.6 -0.4
C -1.4 -0.6 0.6
C 0.0 -0.4 0.0
C 0.9 -0.1 -0.5
Ca -4.9 -2.0 1.2
N -2.6 -0.5 -1.1
N 1.5 -1.0 -2.2
C -0.4 0.8 1.7
C 1.2 -0.8 -1.7
C 0.8 1.7 3.5
H 0.1 -0.1 -0.2
H 0.2 -0.1 -0.2
H -0.2 0.0 -0.1
H 0.1 0.0 -0.1
H 0.0 0.1 -0.1
H 0.0 -0.1 0.0
H 0.0 0.1 0.0
H -0.1 0.0 0.1
H -0.2 -0.1 0.1
H -0.2 0.2 0.1
H 0.4 0.2 0.8
C 1.3 1.6 -0.4
H 0.4 -0.3 -0.4
H 0.8 0.9 -1.2
H -0.1 0.4 0.0
O -0.7 0.9 1.1
S 2.7 -1.1 -0.1
O -1.2 1.1 -0.9
N -1.8 -1.1 0.1
C 1.3 1.2 0.1
S 0.4 -0.9 0.1
C 0.2 -0.2 0.1
C 0.0 0.2 -0.1
C -0.3 0.1 0.1
C -0.4 -0.5 0.0
C -0.1 0.3 -0.1
C 0.8 -0.1 -0.2
H 0.4 -0.2 0.0
H -0.2 -0.5 0.0
H -0.3 0.0 0.0
H 0.1 0.2 0.0